[1]
122
Properties=species:S:1:pos:R:3 method="wB97M-V/def2-TZVPD" homo_ev="-6.4 / -6.4" lumo_ev="-1.01 / -1.01" relative_energy_kcal_mol=0.0 spin_multiplicity=1 total_energy_ev=-186029.6066
Sn 4.0747 7.0077 27.8019
C -1.3877 4.3481 20.1192
O -1.5752 5.4696 20.9814
C -0.5044 5.7623 21.7505
C 0.8136 5.5751 21.3531
C 1.8651 5.8901 22.1834
C 1.5776 6.4421 23.4170
C 0.2723 6.6777 23.7908
C -0.7821 6.3382 22.9595
C 2.6295 6.7000 24.4344
C 2.9461 7.9701 24.8304
C 2.6972 9.2115 24.0701
C 3.2353 10.2054 24.7533
C 3.9058 9.6263 25.9400
N 3.7416 8.3023 25.9215
C 4.7910 10.3243 26.7129
C 5.6895 9.7354 27.6312
C 6.6359 10.4929 28.3544
C 7.3429 9.6394 29.1302
C 6.7910 8.3119 28.8782
C 7.1374 7.1827 29.6116
C 7.9862 7.3730 30.7820
C 9.2847 7.0224 30.8247
C 10.0363 7.1375 32.0110
C 9.4464 7.6769 33.1159
O 9.9912 7.7831 34.3477
C 11.4021 7.7403 34.4614
C 8.1451 8.1336 33.0607
C 7.4180 7.9601 31.9276
C 6.6549 5.8970 29.3628
N 5.6948 5.5888 28.4424
C 5.5369 4.2396 28.4161
C 4.8170 3.5343 27.5125
C 4.8396 2.0598 27.6500
C 6.0261 1.3196 27.4088
C 6.0932 -0.0282 27.6522
C 4.9666 -0.7276 28.0229
O 4.8864 -2.0588 28.2870
C 6.1303 -2.7481 28.2490
C 3.8141 0.0197 28.2372
C 3.7421 1.3856 28.0994
C 4.1270 4.0714 26.4131
C 3.4865 3.2940 25.3669
C 2.8253 4.1550 24.6056
C 3.0976 5.5046 25.0654
N 3.8586 5.3975 26.1809
C 6.3511 3.6879 29.4909
C 7.0734 4.6998 30.0216
N 5.7927 8.4078 27.9131
C 4.7436 11.8105 26.6987
C 5.5146 12.5272 25.8466
C 5.5830 13.9183 25.9410
C 4.7774 14.5776 26.8936
O 4.8330 15.9245 27.0497
C 6.0806 16.5390 26.7635
C 3.9511 13.8282 27.6840
C 3.9039 12.4699 27.5699
H -2.3596 3.9826 19.7906
H -0.8013 3.5866 20.6586
H -0.8578 4.5850 19.2043
H 1.0675 5.1218 20.4037
H 2.8741 5.6038 21.9146
H 0.0644 7.2046 24.7343
H -1.8029 6.4678 23.2116
H 2.2152 9.2671 23.0840
H 3.3421 11.2078 24.4767
H 6.7859 11.5275 28.2268
H 8.2636 9.8609 29.6351
H 9.8081 6.6390 29.9794
H 11.0675 6.7464 31.9762
H 11.5937 7.9495 35.5040
H 11.8867 8.4386 33.8171
H 11.7803 6.7260 34.1626
H 7.7346 8.6438 33.9111
H 6.4281 8.3632 31.9275
H 6.9540 1.7883 27.1301
H 7.0022 -0.5293 27.4648
H 5.8532 -3.7695 28.3621
H 6.7471 -2.4099 29.0901
H 6.5834 -2.6129 27.2885
H 3.0056 -0.5297 28.5744
H 2.8466 1.9145 28.2706
H 3.5112 2.2080 25.1676
H 2.1886 3.8477 23.8128
H 6.3942 2.6372 29.7421
H 7.7202 4.5661 30.8789
H 6.2412 12.0313 25.1652
H 6.2065 14.4516 25.2195
H 5.8175 17.5738 26.9180
H 6.3379 16.3670 25.7102
H 6.8223 16.1296 27.4416
H 3.3230 14.3552 28.4085
H 3.3028 11.9366 28.2467
O 1.8397 10.0645 29.4483
H 1.5166 9.2723 28.9960
H 2.5298 9.6543 30.0319
Br 2.0338 4.4763 29.3667
S 0.6382 3.8655 27.8738
P -0.7455 5.4054 28.1543
S -0.1927 7.2011 27.6156
C -1.2906 5.4442 29.9054
C -1.2924 4.2458 30.6624
C -1.7114 4.2390 31.9966
C -2.1981 5.4223 32.5496
C -2.2040 6.5725 31.7693
C -1.7998 6.6087 30.4502
C -2.1826 4.6821 27.1974
C -2.6185 5.4102 26.0954
C -3.4605 4.8053 25.2226
C -3.9742 3.5276 25.4707
C -3.6395 2.8142 26.6179
C -2.7206 3.4556 27.4918
H -0.8518 3.3347 30.2475
H -1.5982 3.3494 32.6078
H -2.3804 5.4642 33.6281
H -2.6406 7.5235 32.1522
H -1.7508 7.5396 29.9069
H -2.2455 6.3702 25.9184
H -3.7268 5.3440 24.2870
H -4.6381 3.0592 24.7395
H -4.1621 1.8891 26.8194
H -2.4575 2.9101 28.3937

***

[2]
125
Properties=species:S:1:pos:R:3 method="wB97M-V/def2-TZVPD" homo_ev=-10.0 lumo_ev=-2.31 relative_energy_kcal_mol=28.1 spin_multiplicity=1 total_energy_ev=-181227.7539 total_charge=+1
In 0.8260 0.8800 1.5093
N 1.0705 0.1948 -0.4867
S 1.0442 -0.8258 -1.5293
N 0.0820 -2.1780 -1.3627
S -1.4411 -2.0742 -1.4651
N -2.2539 -0.9097 -0.8352
S -2.2876 -0.3452 0.7493
N -1.3313 0.6888 1.1898
C -3.8807 0.3545 0.6100
C -4.8107 -0.0765 -0.3348
C -6.0693 0.4957 -0.3791
C -6.3421 1.5174 0.4833
C -5.3775 2.0513 1.4005
C -4.1248 1.4170 1.4811
C -2.5362 -1.7084 1.8235
C -3.7566 -2.4508 1.8079
C -3.9388 -3.4812 2.7364
C -2.8685 -3.8508 3.5698
C -1.7462 -3.0186 3.6867
C -1.6394 -1.9433 2.8320
C -1.8764 -3.7231 -0.8766
C -3.0439 -4.3209 -1.3517
C -3.3479 -5.5910 -0.8339
C -2.5806 -6.1988 0.0983
C -1.4444 -5.5906 0.6051
C -1.1336 -4.3046 0.1265
C -2.0632 -2.1115 -3.1345
C -1.6864 -3.1225 -4.0238
C -2.3468 -3.2196 -5.2260
C -3.2823 -2.2624 -5.5974
C -3.5145 -1.2215 -4.7928
C -2.9233 -1.0955 -3.5513
C 0.7365 -0.1380 -3.1491
C 1.3642 -0.6398 -4.2467
C 1.0902 -0.2634 -5.5613
C 0.2003 0.7575 -5.6855
C -0.3470 1.3964 -4.6209
C -0.1456 0.9323 -3.3341
C 2.6070 -1.6068 -1.7582
C 3.6607 -0.7107 -1.6186
C 4.9261 -1.2062 -1.6108
C 5.1513 -2.5936 -1.6901
C 4.1188 -3.4398 -1.9021
C 2.7794 -2.9632 -1.9411
H -4.5234 -0.8712 -0.9568
H -6.7600 0.0759 -1.0894
H -7.3696 1.9541 0.5086
H -5.6320 2.9697 2.0033
H -3.4463 1.7271 2.2481
H -4.5332 -2.2085 1.1099
H -4.8025 -4.1568 2.6830
H -3.0112 -4.7320 4.1766
H -0.9846 -3.1867 4.4239
H -0.7405 -1.3901 2.9077
H -3.7623 -3.7925 -1.9623
H -4.2499 -6.0561 -1.1451
H -2.8729 -7.2198 0.4025
H -0.9066 -5.9704 1.4475
H -0.2717 -3.7775 0.5757
H -1.0161 -3.9138 -3.6550
H -2.1479 -4.0874 -5.8743
H -3.7604 -2.3196 -6.5544
H -4.1386 -0.3933 -5.1469
H -3.2471 -0.2725 -2.8953
H 2.1129 -1.4078 -4.0801
H 1.6016 -0.6982 -6.4448
H -0.0740 1.1271 -6.6557
H -1.0648 2.2076 -4.8295
H -0.6517 1.3581 -2.4779
H 3.5033 0.3548 -1.5053
H 5.7743 -0.5404 -1.2792
H 6.1466 -3.0565 -1.5873
H 4.2387 -4.5059 -2.0117
H 1.9052 -3.5919 -1.9405
O -1.7867 3.0542 -0.8445
H -1.7321 2.4617 -0.0625
H -1.6926 3.9567 -0.5760
O -3.7291 1.7693 -2.1573
H -4.5684 2.2122 -2.2295
H -3.1431 2.4046 -1.6787
C -1.2029 5.8049 3.2081
C -0.2970 5.2749 4.1397
C 0.7689 4.5537 3.6788
C 1.1254 4.4432 2.3357
C 0.2725 5.1822 1.4479
C -0.8721 5.8362 1.8724
Si 2.2260 3.0902 1.5368
C 3.8458 2.6999 2.4076
C 4.6649 3.5027 3.2466
C 5.8482 3.1102 3.8337
C 6.2455 1.7958 3.6832
C 5.4933 0.9171 2.9445
C 4.3284 1.3663 2.3438
C 2.7231 3.5426 -0.2632
C 3.8428 4.3007 -0.4937
C 4.2658 4.4916 -1.7899
C 3.5255 4.0539 -2.8499
C 2.4000 3.2467 -2.6651
C 1.9972 3.0385 -1.3401
H -2.1410 6.2910 3.4758
H -0.4495 5.2195 5.2262
H 1.4451 4.0129 4.3918
H 0.5341 5.2493 0.4342
H -1.4919 6.3182 1.2051
H 4.4678 4.5202 3.3751
H 6.3545 3.8283 4.4357
H 7.2044 1.5055 4.1403
H 5.7856 -0.1246 2.9437
H 3.7471 0.6017 1.9007
H 4.4409 4.6587 0.3453
H 5.1560 5.1074 -1.9383
H 3.8066 4.3175 -3.8542
H 1.8950 2.8385 -3.5122
H 1.1048 2.4586 -1.1607
Cl 0.0793 0.9344 4.6484
C 1.1673 -0.3575 4.3080
C 1.4473 -0.6620 2.9862
C 2.2319 -1.7613 2.7064
Cl 2.5693 -2.2620 1.1103
C 2.7932 -2.5162 3.7047
Cl 3.9240 -3.8519 3.4361
C 2.4985 -2.2274 5.0367
Cl 3.1856 -3.1299 6.2903
C 1.6243 -1.2029 5.3611
Cl 1.2387 -1.0010 7.0703

***

Record-wise max |F| values, in eV/A: 2.736, 2.813